A molecular structure, C24H40NO8Sm at a distorted geometry. Source: OMol25; level of theory: ωB97M-V/def2-TZVPD.

The geometry in XYZ format:
```
74
Properties=species:S:1:pos:R:3:mulliken_spin:R:1
Sm -0.3387 0.6947 0.0988 5.06
C 2.0734 3.2039 0.0173 0.00
C 1.2042 3.5750 1.2377 0.00
O 0.6382 2.3578 1.8139 0.00
C 1.2105 1.7633 2.9785 0.00
C 2.1646 0.5871 2.6034 0.00
O 1.5754 -0.2765 1.6694 0.00
C 1.0467 -1.5268 2.1703 0.01
C -0.2528 -1.2731 2.9012 0.00
O -1.0727 -0.4827 2.0645 -0.01
C -2.4498 -0.3208 2.4735 0.00
C -2.7220 1.1818 2.5118 0.00
O -2.4089 1.5402 1.1538 -0.01
C -2.8273 2.9004 0.8444 0.00
C -2.4918 3.2927 -0.5726 0.00
O -1.0717 3.0192 -0.6464 -0.01
C -0.4507 3.6351 -1.7883 0.00
C 0.8176 2.8946 -2.1509 0.01
O 1.3682 2.3481 -0.8937 0.00
H 2.9158 2.6315 0.3425 0.00
H 2.4073 4.1409 -0.4324 0.00
H 0.4228 4.1742 0.9495 0.00
H 1.8540 4.0682 1.9557 0.00
H 0.3619 1.4422 3.6292 0.00
H 1.7775 2.4852 3.5547 0.00
H 2.4300 0.0399 3.4935 0.00
H 3.0679 1.0143 2.0885 0.00
H 1.6893 -2.1362 2.7828 0.00
H 0.7905 -2.0397 1.2309 0.00
H -0.1897 -0.8129 3.8660 0.00
H -0.7729 -2.2573 3.0573 0.00
H -2.5461 -0.8178 3.4527 0.00
H -3.0929 -0.7907 1.7186 0.00
H -2.0722 1.7006 3.1564 0.00
H -3.7671 1.3890 2.7841 0.00
H -2.3533 3.6032 1.5353 0.00
H -3.8893 2.9833 1.0396 0.00
H -2.7401 4.3683 -0.6104 0.00
H -2.9712 2.6928 -1.3755 0.00
H -0.2739 4.7032 -1.6631 0.00
H -1.1022 3.4730 -2.6627 0.00
H 1.5615 3.5394 -2.6116 0.00
H 0.6152 1.9816 -2.7158 0.00
C -2.3659 -2.9268 -0.1451 0.00
C -2.7176 -1.8470 -1.1013 0.00
C -4.1287 -1.4137 -0.9152 0.00
O -1.7914 -0.7825 -0.8513 -0.02
H -2.9389 -3.8342 -0.3290 0.00
H -2.5967 -2.5879 0.8832 0.00
H -1.3146 -3.1754 -0.1024 0.00
H -2.6136 -2.1587 -2.1732 0.00
H -4.2832 -1.1778 0.1431 0.00
H -4.7306 -2.2554 -1.1505 0.00
H -4.3114 -0.5398 -1.5119 0.00
C 1.4516 -1.2012 -3.4064 0.00
C 1.7921 -1.4224 -1.9530 0.00
O 1.3596 -0.6774 -1.0889 -0.01
C 2.6834 -2.5456 -1.6153 0.00
C 3.2604 -2.5666 -0.3469 0.00
C 4.1067 -3.6371 -0.0207 0.00
C 4.4657 -4.6020 -0.9394 0.00
C 3.8486 -4.6070 -2.1997 0.00
C 3.0201 -3.5588 -2.5486 0.00
H 0.7362 -0.4279 -3.5127 0.00
H 1.0396 -2.1426 -3.8244 0.00
H 2.3482 -1.0239 -3.9516 0.00
H 3.0363 -1.7712 0.3752 0.00
H 4.5360 -3.5835 0.9465 0.00
H 5.1927 -5.3677 -0.7024 0.00
H 4.0504 -5.3221 -2.9510 0.00
H 2.5792 -3.4810 -3.5274 0.00
N -1.8825 0.2229 -3.1807 0.01
C -1.5123 0.3305 -1.9679 -0.03
H -2.4549 -0.6061 -3.3833 0.00
```

The expectation value of S² is 8.76. For the energy above the lowest of the compared OMol25 structures with the same formula, charge and spin, the calculation gives 0.0 kcal/mol. Its total energy is -61296.9385 eV. The calculation puts the frontier orbital gap (alpha / beta) at 8.56 / 9.16 eV. As for the molecular weight: 620.94 g mol⁻¹. The total charge is +2. Its spin multiplicity is 6. The calculation puts the HOMO energy (alpha / beta) at -0.52020 / -0.51988 Eh.

---

A gas-phase ion, C7H15N4 (charge +1) at a distorted geometry. Source: OMol25; level of theory: ωB97M-V/def2-TZVPD.

The geometry in XYZ format:
```
26
Properties=species:S:1:pos:R:3:lowdin_charge:R:1
C -0.1437 0.6188 -0.1193 -0.05
C -1.8181 0.9170 -0.6065 -0.12
C 0.9865 1.5691 -0.3181 -0.13
C -2.2357 -0.5830 -0.5595 -0.15
C 2.3188 0.8584 -0.5437 -0.18
C 2.4284 -0.4421 0.2484 -0.13
C 1.2967 -1.3876 -0.3065 -0.08
N 0.0406 -0.6679 -0.2392 -0.06
N -1.0467 -1.4314 -0.4805 -0.19
N -1.1447 -2.5624 0.2167 0.07
N -2.5921 1.7665 0.3845 0.11
H 0.6727 2.2266 -1.0377 0.09
H 0.8773 2.0427 0.6575 0.13
H -2.8300 -0.6371 0.3786 0.09
H -3.0576 -0.6526 -1.3316 0.13
H 2.5380 0.8312 -1.6613 0.14
H 3.2507 1.5007 -0.2179 0.15
H 3.4039 -0.8634 0.2651 0.11
H 2.0733 -0.2605 1.2763 0.13
H 1.4852 -1.6572 -1.3007 0.12
H 1.1437 -2.3266 0.2928 0.14
H -1.8512 -2.7126 0.8745 0.08
H -1.2720 -3.4094 -0.3737 0.14
H -3.0233 1.0882 1.2011 0.20
H -3.4106 2.1639 -0.0955 0.16
H -2.0815 2.3998 0.9392 0.12
```

For the energy above the lowest of the compared OMol25 structures with the same formula, charge and spin, the calculation gives 129.4 kcal/mol. Its total energy is -13450.6936 eV. The structure (SMILES) is NN1CC([NH3+])=C2CCCCN21. The calculation puts the frontier orbital gap at 8.04 eV. As for the molecular weight: 155.22 g mol⁻¹. The total charge is +1. Its spin multiplicity is 1. The calculation puts the HOMO energy at -0.41810 Eh.

---

A molecular structure, C35H37As2NO2Tl at a distorted geometry. Source: OMol25; level of theory: ωB97M-V/def2-TZVPD.

The geometry in XYZ format:
```
78
Properties=species:S:1:pos:R:3:lowdin_charge:R:1
Tl 0.0000 0.0000 0.0000 0.82
C 1.3439 -1.9646 -1.8194 -0.50
C 2.5417 -1.0322 -1.7602 -0.44
As 2.6820 -0.0065 0.0000 1.22
C 2.7214 1.0622 1.7083 -0.30
C 1.6213 1.8145 2.2049 -0.10
C 1.7121 2.4816 3.4423 -0.08
C 2.8843 2.4128 4.1964 -0.13
C 3.9690 1.6866 3.7173 -0.12
C 3.8848 1.0168 2.4973 -0.11
C 4.5891 -0.4755 -0.0887 -0.39
C 5.5634 0.4663 -0.4373 -0.10
C 6.9093 0.0830 -0.5120 -0.09
C 7.2809 -1.2416 -0.2520 -0.11
C 6.3093 -2.1846 0.0883 -0.09
C 4.9708 -1.8005 0.1725 -0.13
As 0.8279 -2.5270 0.0000 1.06
C 1.4851 -4.3690 -0.2126 -0.38
C 2.7544 -4.6574 -0.7477 -0.12
C 3.1863 -5.9820 -0.8714 -0.10
C 2.3516 -7.0287 -0.4744 -0.12
C 1.0785 -6.7511 0.0300 -0.10
C 0.6444 -5.4268 0.1521 -0.12
C 0.4819 -2.4511 1.9142 -0.43
C 1.5456 -2.5321 2.8067 -0.11
C 1.3155 -2.4721 4.1824 -0.08
C 0.0129 -2.3389 4.6724 -0.10
C -1.0657 -2.2776 3.7835 -0.09
C -0.8362 -2.3398 2.4019 -0.13
H 1.5167 -2.8336 -2.5247 0.09
H 0.4736 -1.4439 -2.2454 0.03
H 2.5381 -0.3719 -2.6409 0.07
H 3.4340 -1.6859 -1.9030 0.05
H 0.6857 1.9070 1.6713 0.06
H 0.8718 3.0490 3.8265 0.09
H 2.9544 2.9194 5.1521 0.08
H 4.8815 1.6294 4.2953 0.09
H 4.7444 0.4566 2.1861 0.08
H 5.2790 1.4875 -0.6495 0.10
H 7.6657 0.8118 -0.7687 0.09
H 8.3206 -1.5370 -0.3070 0.09
H 6.5915 -3.2101 0.2940 0.09
H 4.2250 -2.5299 0.4449 0.07
H 3.4131 -3.8724 -1.0758 0.07
H 4.1711 -6.1974 -1.2683 0.09
H 2.6910 -8.0533 -0.5573 0.09
H 0.4310 -7.5618 0.3359 0.09
H -0.3429 -5.2215 0.5427 0.09
H 2.5508 -2.6365 2.4285 0.09
H 2.1511 -2.5215 4.8659 0.10
H -0.1573 -2.2817 5.7399 0.09
H -2.0740 -2.1744 4.1684 0.09
H -1.6811 -2.2926 1.7224 0.06
O 0.6260 1.9267 0.0000 -0.62
O 1.8800 2.1934 0.0000 -0.38
C -4.9777 -2.3932 0.0493 -0.11
N -4.6559 -1.0023 0.3735 -0.25
C -4.5669 -0.8402 1.8274 -0.09
C -3.3960 -0.6102 -0.2883 -0.22
C -3.1125 0.8745 -0.2484 -0.25
C -4.1047 1.8253 -0.5284 -0.06
C -3.8003 3.1878 -0.5255 -0.11
C -2.4996 3.6122 -0.2591 -0.09
C -1.5023 2.6738 0.0016 -0.11
C -1.8082 1.3142 0.0000 -0.16
H -5.9315 -2.6840 0.5039 0.08
H -4.2043 -3.0891 0.3944 0.08
H -5.0980 -2.5194 -1.0325 0.08
H -5.5125 -1.1288 2.3009 0.08
H -4.3951 0.2053 2.1036 0.09
H -3.7666 -1.4489 2.2637 0.07
H -3.4395 -0.8812 -1.3519 0.14
H -2.5526 -1.1660 0.1439 -0.01
H -5.1215 1.5013 -0.7411 0.10
H -4.5799 3.9164 -0.7332 0.09
H -2.2630 4.6729 -0.2579 0.09
H -0.4852 2.9945 0.2044 0.08
H -1.5065 -1.0950 0.0000 0.00
```

Its total energy is -168834.4996 eV. The calculation puts the frontier orbital gap (alpha / beta) at 5.27 / 5.14 eV. As for the molecular weight: 857.91 g mol⁻¹. The total charge is -1. Its spin multiplicity is 1. The calculation puts the HOMO energy (alpha / beta) at -0.10626 / -0.10533 Eh.

---

- Which of these has the highest spin multiplicity?
  C24H40NO8Sm